196
Properties=species:S:1:pos:R:3 method="wB97M-V/def2-TZVPD" e_tot_ev=-95111.5453 lumo_energy_ev=0.37 total_charge=0 homo_lumo_gap_ev=8.3992 e_homo_ev=-8.03
O -3.4656 2.4166 0.9863
H -3.0058 1.5594 0.9094
H -3.9664 2.3500 1.8044
O 1.5143 2.4678 -0.2481
H 0.5535 2.4497 -0.1725
H 1.7694 3.3358 0.0956
C 3.6480 -2.0702 -0.3005
C 4.0484 -3.5279 0.0568
C 5.1473 -3.5529 1.1591
C 4.6392 -3.4322 2.5794
C 3.5913 -4.5195 2.8180
C 2.4685 -4.4593 1.7876
N 2.9328 -4.4512 0.3965
O 1.8925 -4.2767 -0.5389
C 1.6868 -5.7788 1.9156
C 1.4820 -3.3204 2.1924
C 4.6909 -4.1414 -1.1859
H 4.4571 -1.5584 -0.8200
H 3.4089 -1.5185 0.6083
H 2.8373 -2.1243 -1.0292
H 5.7057 -4.4871 1.0459
H 5.8576 -2.7435 0.9729
H 4.1485 -2.4542 2.6303
H 5.4736 -3.5118 3.2751
H 3.2395 -4.3594 3.8384
H 4.0651 -5.5046 2.8045
H 0.8534 -5.9184 1.2276
H 2.3216 -6.6385 1.6776
H 1.3406 -5.9193 2.9432
H 1.7421 -2.3515 1.7537
H 0.4543 -3.4678 1.8634
H 1.5228 -3.2008 3.2735
H 3.9900 -3.9692 -2.0099
H 5.0026 -5.1736 -1.0621
H 5.5343 -3.5458 -1.5543
H 1.5294 -3.3917 -0.3493
C 1.4047 -0.8119 4.8808
C 2.2192 0.5154 4.9531
C 1.2665 1.6102 5.5108
C 1.2611 1.7549 7.0309
C 2.6704 1.8577 7.6115
C 3.5498 0.6689 7.1374
N 3.4673 0.4904 5.6758
O 4.3275 -0.5253 5.2373
C 4.9952 0.9552 7.5383
C 3.0609 -0.5989 7.8809
C 2.5147 0.9534 3.4998
H 0.6904 -0.6992 4.0651
H 0.7666 -0.8663 5.7675
H 1.9586 -1.7392 4.7408
H 1.3661 2.5660 5.0073
H 0.2506 1.2592 5.3005
H 0.7290 0.9346 7.5119
H 0.7118 2.6832 7.2116
H 2.5239 1.7982 8.6922
H 3.2014 2.7866 7.3987
H 5.0898 1.2398 8.5879
H 5.6032 0.0768 7.3333
H 5.3338 1.8490 7.0106
H 3.6637 -1.4697 7.5976
H 3.1923 -0.5177 8.9599
H 2.0370 -0.8742 7.6310
H 3.3981 0.3705 3.2186
H 2.7615 2.0121 3.4158
H 1.7720 0.7497 2.7272
H 3.9152 -1.3691 5.4986
C 0.1652 5.8008 -0.4095
C 0.7493 6.6933 0.7141
C -0.2837 7.6804 1.2447
C -1.3597 7.0272 2.1000
C -0.6878 6.2520 3.2172
C 0.4309 5.2551 2.8416
N 1.2737 5.9378 1.8633
O 2.3884 5.1260 1.5079
C 1.1729 5.0194 4.1726
C -0.1918 3.9632 2.2955
C 1.8379 7.5870 0.1030
H -0.8905 5.5686 -0.2709
H 0.7093 4.8661 -0.5142
H 0.2981 6.3174 -1.3613
H 0.1469 8.5420 1.7516
H -0.8179 8.0430 0.3575
H -2.0572 6.3715 1.5738
H -1.9266 7.9020 2.4298
H -1.5109 5.7354 3.7275
H -0.3673 6.9777 3.9701
H 1.3056 5.9446 4.7354
H 0.4403 4.4990 4.7990
H 2.0959 4.4439 4.1951
H -0.4359 3.2792 3.1102
H -1.1117 4.2002 1.7587
H 0.4725 3.4483 1.6068
H 2.3629 8.2316 0.8100
H 1.4454 8.1532 -0.7396
H 2.6627 6.9928 -0.3100
H 3.1115 5.5778 1.9545
C -6.3729 -4.1606 -3.9358
C -5.2078 -3.1570 -4.0718
C -5.6632 -2.2658 -5.2633
C -4.8818 -1.0073 -5.4354
C -4.9643 -0.1983 -4.1550
C -4.4934 -0.9597 -2.9012
N -5.1344 -2.3161 -2.8778
O -4.8030 -3.0527 -1.7181
C -2.9493 -1.0638 -2.8874
C -4.9338 -0.1767 -1.6575
C -3.8840 -3.8700 -4.3964
H -7.3049 -3.6921 -3.6321
H -6.1042 -4.9188 -3.1911
H -6.4421 -4.7267 -4.8649
H -5.4891 -2.8196 -6.1997
H -6.7492 -2.1798 -5.3301
H -5.2949 -0.3750 -6.2264
H -3.8196 -1.1342 -5.6538
H -5.9200 0.2757 -3.9156
H -4.3143 0.6736 -4.3074
H -2.5641 -1.3050 -3.8749
H -2.5026 -0.1085 -2.5966
H -2.6365 -1.7694 -2.1149
H -4.6322 -0.7267 -0.7746
H -4.4201 0.7839 -1.6918
H -6.0080 0.0039 -1.6203
H -3.0506 -3.2243 -4.6533
H -3.9807 -4.6444 -5.1609
H -3.5882 -4.4559 -3.5194
H -5.6398 -3.1135 -1.2420
C -0.9066 1.8556 -5.1542
C -0.3946 2.8344 -4.0949
C -0.1884 2.1726 -2.7252
C 1.0595 1.2616 -2.6919
C 2.2541 2.0974 -3.1542
C 2.1589 2.8077 -4.4867
N 0.8517 3.4891 -4.5298
O 0.6515 4.1844 -5.7377
C 3.2218 3.9339 -4.4954
C 2.4400 1.8696 -5.6722
C -1.4698 3.9102 -3.8737
H -0.1723 1.1033 -5.4414
H -1.1433 2.3665 -6.0904
H -1.8337 1.3877 -4.8148
H 0.1333 2.9111 -1.9862
H -1.0692 1.6486 -2.3508
H 0.9327 0.2899 -3.1693
H 1.2446 1.0609 -1.6326
H 3.0204 1.3091 -3.1481
H 2.5934 2.7574 -2.3544
H 3.3356 4.4439 -3.5409
H 4.2206 3.5078 -4.6508
H 3.0850 4.5678 -5.3711
H 2.3679 2.3868 -6.6271
H 3.4657 1.5119 -5.5448
H 1.8534 0.9507 -5.6813
H -1.4331 4.6551 -4.6683
H -1.2206 4.4384 -2.9518
H -2.4581 3.4572 -3.8331
H 0.8507 5.1036 -5.5281
C -2.0917 -4.8878 -0.8625
C -1.4091 -5.7366 -1.9238
O -0.2539 -4.9854 -2.3209
O -1.4269 -4.8531 0.3681
H -3.1473 -5.1863 -0.7594
H -2.2129 -3.8853 -1.2915
H -2.0868 -5.8876 -2.7579
H -1.0223 -6.6431 -1.4510
H 0.4769 -5.0787 -1.6871
H -1.6747 -4.0270 0.8026
C -5.2006 -3.7812 1.9601
C -4.1820 -2.6245 2.0309
O -3.4571 -2.4509 0.8271
O -6.1022 -3.4821 0.8914
H -5.6500 -3.9446 2.9436
H -4.6413 -4.6865 1.6945
H -3.4502 -2.9548 2.7727
H -4.6760 -1.6932 2.3202
H -4.0952 -2.4459 0.0904
H -6.4609 -4.3431 0.6397
C -0.6140 0.0725 1.2037
C -0.0086 -0.5004 -0.0631
O -0.3020 -1.8959 -0.2253
O -2.0298 -0.0297 1.1552
H -0.3109 1.0997 1.3950
H -0.2278 -0.5326 2.0364
H 1.0797 -0.3703 -0.1342
H -0.4575 -0.1221 -0.9954
H -0.1982 -2.0990 -1.1640
H -2.2409 -0.9289 0.8548
C -0.0279 -2.1225 -4.3381
C 0.1028 -3.2604 -5.3698
O -0.8518 -4.2743 -5.1714
O 0.5333 -2.4780 -3.0784
H -1.0870 -1.9361 -4.1391
H 0.4691 -1.2265 -4.7067
H 1.1185 -3.6548 -5.2441
H 0.0564 -2.8579 -6.3817
H -0.5663 -4.7826 -4.4013
H 0.3828 -3.4188 -2.8611